Entry 1:
{"formula": "C24H54F8KN7O16S8", "method": "the ωB97M-V functional and the def2-TZVPD basis", "symbols": ["K", "C", "C", "C", "N", "C", "C", "C", "C", "C", "H", "H", "H", "H", "H", "H", "H", "H", "H", "H", "H", "H", "H", "H", "H", "H", "H", "H", "C", "C", "C", "N", "C", "C", "C", "C", "C", "H", "H", "H", "H", "H", "H", "H", "H", "H", "H", "H", "H", "H", "H", "H", "H", "H", "H", "C", "C", "C", "N", "C", "C", "C", "C", "C", "H", "H", "H", "H", "H", "H", "H", "H", "H", "H", "H", "H", "H", "H", "H", "H", "H", "H", "N", "S", "O", "O", "F", "S", "O", "O", "F", "N", "S", "O", "O", "F", "S", "O", "O", "F", "N", "S", "O", "O", "F", "S", "O", "O", "F", "N", "S", "O", "O", "F", "S", "O", "O", "F"], "coordinates": [[-0.476, 1.498, -0.227], [-4.064, 5.324, 1.283], [-3.474, 5.702, -0.130], [-2.125, 6.493, -0.046], [-1.076, 6.308, -1.182], [-0.239, 5.097, -0.716], [-1.574, 6.034, -2.593], [-1.718, 7.419, -3.144], [-0.827, 8.269, -2.345], [-0.085, 7.399, -1.409], [-3.367, 4.697, 1.840], [-5.050, 4.878, 1.152], [-4.209, 6.179, 1.943], [-4.252, 6.226, -0.684], [-3.403, 4.768, -0.688], [-1.723, 6.413, 0.964], [-2.303, 7.529, -0.335], [0.459, 4.779, -1.490], [-0.927, 4.300, -0.436], [0.397, 5.490, 0.078], [-0.668, 5.719, -3.112], [-2.374, 5.294, -2.644], [-1.627, 7.362, -4.229], [-2.752, 7.762, -3.102], [-0.242, 9.002, -2.900], [-1.418, 8.894, -1.674], [0.806, 6.916, -1.811], [0.204, 7.847, -0.458], [-5.058, -5.261, -1.664], [-3.558, -4.835, -1.538], [-3.050, -3.689, -2.409], [-1.548, -3.608, -2.665], [-1.166, -4.470, -3.941], [-0.637, -3.969, -1.412], [0.623, -3.182, -1.529], [0.366, -1.906, -2.302], [-1.105, -2.109, -2.873], [-5.578, -4.303, -1.650], [-5.247, -5.878, -0.786], [-5.345, -5.732, -2.605], [-2.914, -5.678, -1.789], [-3.379, -4.464, -0.528], [-3.398, -2.765, -1.947], [-3.431, -3.753, -3.429], [-1.821, -4.352, -4.804], [-1.091, -5.516, -3.642], [-0.218, -4.026, -4.243], [-0.398, -5.032, -1.426], [-1.159, -3.700, -0.494], [1.424, -3.734, -2.020], [1.074, -2.823, -0.604], [1.175, -1.889, -3.033], [0.410, -0.984, -1.722], [-1.265, -1.623, -3.835], [-1.745, -1.535, -2.204], [4.501, -5.102, 6.580], [3.507, -5.166, 5.421], [3.716, -4.219, 4.242], [2.463, -4.015, 3.385], [1.915, -5.336, 2.766], [1.564, -3.133, 4.230], [1.619, -1.724, 3.784], [2.688, -1.741, 2.664], [2.832, -3.194, 2.153], [4.388, -5.906, 7.307], [4.287, -4.165, 7.093], [5.558, -5.192, 6.332], [2.520, -5.129, 5.882], [3.513, -6.170, 4.996], [4.457, -4.645, 3.566], [4.053, -3.189, 4.357], [1.044, -5.026, 2.189], [1.819, -6.107, 3.531], [2.685, -5.725, 2.101], [0.605, -3.590, 3.982], [1.802, -3.095, 5.293], [0.648, -1.443, 3.375], [1.894, -1.109, 4.641], [2.576, -1.063, 1.818], [3.633, -1.377, 3.068], [2.069, -3.246, 1.376], [3.677, -3.603, 1.599], [0.319, 2.544, 2.343], [1.579, 2.977, 3.459], [1.958, 1.999, 4.425], [1.729, 4.338, 3.962], [2.786, 2.874, 2.465], [-0.836, 3.292, 3.003], [-0.969, 4.698, 2.763], [-1.386, 2.793, 4.232], [-1.902, 2.706, 1.906], [-2.478, -0.277, -0.325], [-3.820, 0.552, -1.029], [-4.303, 1.820, -0.480], [-4.802, -0.244, -1.772], [-3.045, 0.984, -2.321], [-3.279, -0.698, 0.817], [-4.389, -1.650, 0.658], [-3.210, 0.009, 2.097], [-2.226, -1.860, 1.240], [5.433, -1.721, -0.293], [5.290, -2.785, -1.689], [6.554, -3.019, -2.472], [3.971, -2.757, -2.372], [5.125, -4.183, -0.809], [4.535, -0.602, -0.819], [3.103, -0.762, -0.645], [5.043, 0.183, -1.944], [4.813, 0.360, 0.423], [0.083, 2.374, -2.941], [1.568, 1.864, -3.606], [2.331, 2.901, -4.311], [1.678, 0.498, -4.032], [2.421, 1.818, -2.142], [-0.565, 2.356, -4.337], [-0.909, 1.028, -4.885], [-0.155, 3.336, -5.335], [-1.934, 2.878, -3.778]], "homo_ev": -9.219, "spin_multiplicity": 1, "lumo_ev": -0.61, "e_above_lowest_kcal_mol": 0.0, "fmax_ha_per_bohr": 0.2883, "charge": 0}

Entry 2:
{"formula": "C24H54NO16P", "method": "the ωB97M-V functional and the def2-TZVPD basis", "symbols": ["C", "C", "O", "P", "O", "O", "C", "C", "O", "C", "C", "H", "H", "H", "H", "H", "H", "H", "H", "H", "H", "H", "H", "H", "H", "H", "C", "C", "N", "C", "C", "C", "C", "H", "H", "H", "H", "H", "H", "H", "H", "H", "H", "H", "H", "H", "H", "H", "C", "O", "C", "O", "O", "C", "H", "H", "H", "H", "H", "H", "C", "O", "C", "O", "O", "C", "H", "H", "H", "H", "H", "H", "C", "O", "C", "O", "O", "C", "H", "H", "H", "H", "H", "H", "C", "O", "C", "O", "O", "C", "H", "H", "H", "H", "H", "H"], "coordinates": [[-5.787, -3.806, -3.477], [-4.724, -2.864, -2.976], [-3.401, -3.336, -3.209], [-2.736, -4.325, -2.193], [-3.661, -5.133, -1.402], [-1.701, -5.119, -3.085], [-2.200, -6.151, -3.943], [-2.377, -5.660, -5.381], [-1.832, -3.352, -1.358], [-0.989, -3.869, -0.283], [0.298, -3.096, -0.242], [-5.860, -4.701, -2.858], [-6.781, -3.347, -3.450], [-5.650, -4.103, -4.519], [-4.879, -1.876, -3.410], [-4.847, -2.727, -1.897], [-1.471, -6.958, -3.933], [-3.142, -6.557, -3.571], [-2.297, -6.548, -6.022], [-3.381, -5.299, -5.594], [-1.602, -4.951, -5.653], [-1.540, -3.643, 0.632], [-0.886, -4.950, -0.353], [0.962, -3.684, 0.406], [0.862, -2.989, -1.167], [0.174, -2.104, 0.189], [3.375, 4.494, 0.229], [3.951, 4.237, -1.145], [4.408, 2.898, -1.396], [3.515, 1.836, -0.941], [2.227, 1.697, -1.760], [4.932, 2.790, -2.739], [5.519, 1.423, -3.079], [2.429, 3.964, 0.371], [3.198, 5.566, 0.353], [4.022, 4.248, 1.074], [3.230, 4.597, -1.910], [4.780, 4.944, -1.297], [4.171, 0.969, -1.016], [3.206, 1.982, 0.091], [2.403, 1.626, -2.831], [1.720, 0.776, -1.457], [1.580, 2.531, -1.491], [5.668, 3.573, -2.901], [4.107, 2.908, -3.472], [6.374, 1.142, -2.456], [5.873, 1.408, -4.109], [4.768, 0.643, -2.960], [-1.144, 2.689, -0.502], [-0.594, 2.589, 0.811], [-0.289, 1.377, 1.247], [-0.290, 0.363, 0.593], [0.090, 1.493, 2.512], [0.485, 0.316, 3.218], [-2.121, 3.186, -0.457], [-1.388, 1.720, -0.928], [-0.500, 3.331, -1.094], [0.778, -0.444, 2.494], [-0.351, -0.040, 3.817], [1.301, 0.605, 3.871], [-1.374, 6.063, 8.067], [-0.853, 6.260, 6.758], [-0.719, 5.139, 6.046], [-1.153, 4.064, 6.356], [-0.035, 5.418, 4.942], [0.038, 4.367, 3.977], [-2.421, 5.769, 8.011], [-1.275, 7.012, 8.585], [-0.817, 5.301, 8.610], [0.303, 3.436, 4.475], [0.779, 4.654, 3.242], [-0.931, 4.218, 3.502], [3.823, -1.356, 1.173], [4.398, -2.535, 1.683], [4.212, -3.648, 0.977], [3.680, -3.745, -0.091], [4.751, -4.657, 1.663], [4.500, -5.953, 1.134], [4.272, -1.045, 0.232], [3.827, -0.569, 1.921], [2.755, -1.505, 0.963], [3.462, -6.228, 1.332], [5.153, -6.628, 1.681], [4.697, -6.040, 0.069], [-3.094, 0.145, -1.273], [-4.377, 0.394, -0.723], [-4.436, 1.370, 0.177], [-3.525, 2.053, 0.555], [-5.689, 1.465, 0.610], [-5.874, 2.377, 1.671], [-2.296, 0.222, -0.530], [-2.893, 0.879, -2.051], [-3.082, -0.884, -1.616], [-6.924, 2.367, 1.944], [-5.631, 3.414, 1.420], [-5.237, 2.116, 2.518]], "homo_ev": -8.100, "spin_multiplicity": 1, "lumo_ev": 0.55, "e_above_lowest_kcal_mol": 0.0, "smiles": "CCOP(=O)(OCC)OCC.CCN(CC)CC.COC(=O)OC.COC(=O)OC.COC(=O)OC.COC(=O)OC", "fmax_ha_per_bohr": 0.0323, "charge": 0}

Entry 3:
{"formula": "C24H56B2F8N2O18", "method": "the ωB97M-V functional and the def2-TZVPD basis", "symbols": ["N", "H", "H", "H", "H", "N", "H", "H", "H", "H", "B", "F", "F", "F", "F", "B", "F", "F", "F", "F", "C", "C", "O", "C", "O", "O", "C", "H", "H", "H", "H", "H", "H", "H", "H", "C", "C", "O", "C", "O", "O", "C", "H", "H", "H", "H", "H", "H", "H", "H", "C", "C", "O", "C", "O", "O", "C", "H", "H", "H", "H", "H", "H", "H", "H", "C", "C", "O", "C", "O", "O", "C", "H", "H", "H", "H", "H", "H", "H", "H", "C", "C", "O", "C", "O", "O", "C", "H", "H", "H", "H", "H", "H", "H", "H", "C", "C", "O", "C", "O", "O", "C", "H", "H", "H", "H", "H", "H", "H", "H"], "coordinates": [[-0.806, -1.051, 1.891], [-1.407, -0.271, 1.616], [-0.600, -1.672, 1.098], [-1.183, -1.560, 2.689], [0.101, -0.690, 2.259], [-2.511, 2.912, 0.423], [-2.065, 2.057, 0.052], [-3.417, 3.156, 0.040], [-1.897, 3.751, 0.305], [-2.590, 2.644, 1.411], [-0.034, 0.769, -0.873], [0.261, 0.066, -2.046], [-1.281, 0.413, -0.293], [0.977, 0.421, 0.071], [-0.063, 2.170, -1.092], [-2.880, 1.177, 3.144], [-1.494, 1.434, 3.264], [-3.088, 0.461, 1.928], [-3.382, 0.352, 4.143], [-3.501, 2.437, 3.159], [1.221, -1.640, -4.661], [2.377, -2.182, -3.832], [2.225, -3.576, -3.602], [3.229, -4.411, -3.829], [4.203, -4.177, -4.477], [2.945, -5.553, -3.214], [3.850, -6.625, -3.317], [0.347, -1.482, -4.036], [1.070, -2.259, -5.539], [1.531, -0.626, -4.930], [2.464, -1.673, -2.866], [3.322, -1.899, -4.304], [4.819, -6.470, -2.849], [3.971, -6.941, -4.358], [3.385, -7.519, -2.898], [1.867, 3.914, 2.257], [1.519, 2.440, 2.335], [1.903, 2.020, 3.667], [1.871, 0.726, 3.934], [1.346, -0.110, 3.262], [2.330, 0.455, 5.133], [2.908, 1.395, 6.024], [1.731, 4.209, 1.216], [2.909, 4.045, 2.546], [1.276, 4.499, 2.958], [2.087, 1.838, 1.617], [0.490, 2.157, 2.104], [2.201, 2.113, 6.442], [3.697, 1.957, 5.523], [3.308, 0.808, 6.846], [4.376, -3.477, 5.913], [4.517, -2.444, 4.823], [3.653, -2.804, 3.737], [3.844, -2.181, 2.589], [4.753, -1.455, 2.328], [2.912, -2.572, 1.734], [2.906, -1.885, 0.486], [4.582, -4.500, 5.599], [3.377, -3.477, 6.358], [5.034, -3.200, 6.740], [5.567, -2.360, 4.551], [4.149, -1.494, 5.220], [2.165, -2.211, -0.234], [3.925, -1.974, 0.088], [2.780, -0.808, 0.598], [-1.701, 7.059, 2.169], [-2.188, 7.208, 0.732], [-1.148, 7.283, -0.222], [-0.643, 6.137, -0.622], [-1.099, 5.057, -0.381], [0.428, 6.356, -1.326], [1.156, 5.179, -1.734], [-1.001, 6.225, 2.203], [-2.518, 6.883, 2.866], [-1.237, 7.991, 2.496], [-2.912, 8.015, 0.638], [-2.820, 6.334, 0.545], [1.823, 4.791, -0.972], [1.698, 5.547, -2.602], [0.473, 4.411, -2.092], [-7.337, -0.537, -3.594], [-6.104, -0.019, -2.886], [-4.935, -0.229, -3.688], [-3.864, 0.467, -3.429], [-3.729, 1.231, -2.536], [-2.956, 0.161, -4.326], [-1.885, 1.042, -4.563], [-8.241, -0.042, -3.278], [-7.248, -1.630, -3.654], [-7.193, -0.451, -4.681], [-5.858, -0.464, -1.921], [-6.246, 1.045, -2.679], [-1.393, 1.354, -3.646], [-2.237, 1.932, -5.102], [-1.171, 0.642, -5.279], [-3.465, -3.065, -1.387], [-2.208, -2.584, -2.096], [-1.216, -3.604, -2.119], [-0.552, -3.882, -1.020], [-0.445, -3.251, 0.008], [0.082, -5.036, -1.250], [1.161, -5.351, -0.372], [-4.295, -2.388, -1.610], [-3.369, -3.155, -0.308], [-3.763, -4.000, -1.870], [-1.853, -1.679, -1.595], [-2.498, -2.285, -3.101], [1.214, -6.425, -0.214], [1.143, -4.770, 0.549], [2.066, -5.068, -0.921]], "homo_ev": -10.549, "spin_multiplicity": 1, "lumo_ev": 0.39, "e_above_lowest_kcal_mol": 0.0, "fmax_ha_per_bohr": 0.0533, "charge": 0}

Entry 4:
{"formula": "C24H56ClN8O12", "method": "the ωB97M-V functional and the def2-TZVPD basis", "symbols": ["Cl", "O", "O", "O", "O", "C", "C", "O", "N", "C", "H", "H", "H", "H", "H", "H", "H", "C", "C", "O", "N", "C", "H", "H", "H", "H", "H", "H", "H", "C", "C", "O", "N", "C", "H", "H", "H", "H", "H", "H", "H", "C", "C", "O", "N", "C", "H", "H", "H", "H", "H", "H", "H", "C", "C", "O", "N", "C", "H", "H", "H", "H", "H", "H", "H", "C", "C", "O", "N", "C", "H", "H", "H", "H", "H", "H", "H", "C", "C", "O", "N", "C", "H", "H", "H", "H", "H", "H", "H", "C", "C", "O", "N", "C", "H", "H", "H", "H", "H", "H", "H"], "coordinates": [[-19.630, -9.476, -3.241], [-20.936, -9.195, -2.740], [-19.840, -10.407, -4.303], [-19.002, -8.265, -3.731], [-18.851, -9.973, -2.111], [-20.342, -12.591, -0.391], [-21.478, -13.054, 0.571], [-22.180, -12.234, 1.219], [-21.640, -14.350, 0.540], [-22.685, -15.082, 1.245], [-19.763, -11.783, 0.055], [-20.728, -12.293, -1.366], [-19.520, -13.293, -0.527], [-21.094, -14.995, -0.014], [-22.255, -15.832, 1.908], [-23.050, -15.826, 0.537], [-23.443, -14.436, 1.688], [-19.563, -4.618, -2.302], [-19.524, -4.764, -0.815], [-18.628, -5.443, -0.238], [-20.478, -4.101, -0.116], [-20.483, -4.106, 1.272], [-18.762, -3.908, -2.506], [-20.332, -4.190, -2.946], [-19.234, -5.562, -2.737], [-21.311, -3.701, -0.525], [-20.418, -3.041, 1.496], [-19.710, -4.711, 1.747], [-21.394, -4.494, 1.727], [-16.044, -7.872, -5.739], [-16.634, -8.515, -6.936], [-15.897, -8.951, -7.767], [-17.992, -8.542, -6.930], [-18.834, -9.345, -7.873], [-15.157, -7.321, -6.050], [-15.546, -8.601, -5.100], [-16.707, -7.216, -5.175], [-18.469, -8.210, -6.104], [-18.330, -9.323, -8.839], [-19.883, -9.050, -7.836], [-18.738, -10.402, -7.625], [-26.226, -9.824, 0.958], [-24.845, -10.215, 0.561], [-23.893, -10.281, 1.368], [-24.786, -10.592, -0.707], [-23.539, -10.812, -1.413], [-26.419, -10.205, 1.961], [-27.009, -10.223, 0.313], [-26.356, -8.757, 0.776], [-25.611, -10.553, -1.289], [-23.837, -10.705, -2.456], [-23.159, -11.825, -1.284], [-22.629, -10.365, -1.011], [-18.313, -12.940, -6.031], [-18.171, -13.681, -7.411], [-18.041, -14.913, -7.338], [-18.221, -12.997, -8.533], [-18.298, -13.579, -9.909], [-17.293, -13.054, -5.665], [-19.029, -13.449, -5.386], [-18.459, -11.865, -5.922], [-18.453, -12.015, -8.481], [-17.655, -13.077, -10.632], [-19.338, -13.499, -10.227], [-18.052, -14.640, -9.924], [-16.308, -7.555, -1.364], [-15.353, -6.839, -0.318], [-14.274, -7.301, -0.174], [-15.807, -5.715, 0.253], [-14.952, -4.974, 1.110], [-15.851, -8.486, -1.698], [-16.248, -6.964, -2.278], [-17.320, -7.873, -1.114], [-16.789, -5.506, 0.140], [-14.934, -5.374, 2.124], [-15.271, -3.941, 1.246], [-13.915, -4.946, 0.775], [-22.750, -6.215, -4.812], [-23.688, -7.327, -5.202], [-24.715, -7.058, -5.758], [-23.367, -8.556, -4.896], [-24.270, -9.722, -5.147], [-23.280, -5.434, -4.267], [-22.602, -5.736, -5.780], [-21.790, -6.606, -4.476], [-22.391, -8.817, -4.891], [-24.538, -9.818, -6.199], [-25.226, -9.523, -4.662], [-23.793, -10.638, -4.799], [-21.362, -7.800, 0.313], [-20.399, -8.535, 1.241], [-20.649, -9.586, 1.720], [-19.313, -7.835, 1.593], [-18.268, -8.270, 2.597], [-21.903, -8.375, -0.439], [-20.721, -7.089, -0.207], [-22.066, -7.238, 0.926], [-19.160, -7.087, 0.932], [-18.778, -8.624, 3.492], [-17.707, -7.364, 2.828], [-17.609, -9.022, 2.165]], "homo_ev": -6.296, "spin_multiplicity": 1, "lumo_ev": 2.12, "e_above_lowest_kcal_mol": 89.6, "fmax_ha_per_bohr": 0.0877, "charge": -1}

- Number 1 is which compound?
  C24H54F8KN7O16S8